Here is a cluster of 5 separate species, C70H54N3O12P in total in a non-equilibrium geometry from the Open Molecules 2025 dataset. Energies are from wB97M-V/def2-TZVPD.

Each atom is followed by the atoms it is bonded to, with distances in Å.
Element x y z (Å)
1 P -3.321 0.875 1.180  O5 1.723, N14 1.778, C68 1.907
2 O -10.838 1.895 3.286  C85 1.217
3 O 5.004 -2.175 -4.760  C30 1.222
4 O 4.756 3.254 -2.539  C40 1.218
5 O -1.988 1.886 0.765  P1 1.723, H131 0.976
6 O -5.546 -0.995 0.478  C50 1.442, C81 1.432
7 O 10.630 -1.925 2.089  C78 1.218
8 O -0.843 -0.460 -0.938  C21 1.446, C31 1.399
9 O 15.763 -0.474 2.253  C28 1.217
10 O -14.256 5.520 5.193  C62 1.217
11 O 8.458 1.790 1.014  C57 1.219
12 O -2.608 -1.919 -3.142  C43 1.226
13 O 0.700 -3.743 -7.508  C80 1.217
14 N -3.054 0.586 2.914  P1 1.778, H118 1.034, H132 1.039
15 N -0.155 -2.846 -0.463  C31 1.163
16 N -4.377 -1.327 -1.677  C43 1.446, C81 1.503, H113 1.028
17 C 7.146 3.530 0.138  C54 1.395, C57 1.483, C76 1.394
18 C -9.389 -0.805 0.294  C51 1.632, C55 1.601, C66 1.598, H121 1.130
19 C 5.976 1.493 -1.578  C25 1.396, C40 1.482, C46 1.393
20 C -12.956 2.892 3.105  C35 1.394, C59 1.395, C85 1.483
21 C -2.284 -0.428 -1.045  O8 1.446, C43 1.595, C68 1.616, H88 1.143
22 C -9.935 3.532 5.363  C38 1.394, C71 1.388, H104 1.084
23 C 12.223 -0.261 1.630  C53 1.393, C78 1.482, C83 1.396
24 C 0.251 -2.238 -5.196  C67 1.394, C84 1.388, H137 1.085
25 C 6.964 1.115 -0.667  C19 1.396, C29 1.394, C57 1.482
26 C -15.496 3.135 1.991  C72 1.388, C73 1.393, H120 1.085
27 C 2.488 -1.473 -3.724  C60 1.387, C82 1.394, H107 1.082
28 C 14.588 -0.792 2.240  O9 1.217, C39 1.484, C83 1.482
29 C 7.353 -0.221 -0.580  C25 1.394, C36 1.389, H125 1.085
30 C 4.016 -2.504 -5.399  O3 1.222, C45 1.483, C82 1.483
31 C -0.405 -1.788 -0.875  O8 1.399, N15 1.163
32 C 5.738 -0.802 -2.273  C36 1.393, C46 1.389, H119 1.085
33 C 6.347 6.192 -0.026  C44 1.389, C64 1.393, H140 1.085
34 C 15.106 -2.967 3.330  C39 1.393, C52 1.388, H89 1.084
35 C -13.325 2.092 2.026  C20 1.394, C73 1.389, H139 1.085
36 C 6.741 -1.176 -1.381  C29 1.389, C32 1.393, H99 1.085
37 C 3.202 -4.371 -8.579  C42 1.393, C70 1.388, H97 1.084
38 C -11.210 3.642 4.811  C22 1.394, C74 1.396, C85 1.483
39 C 14.158 -2.104 2.783  C28 1.484, C34 1.393, C58 1.395
40 C 5.578 2.915 -1.708  O4 1.218, C19 1.482, C54 1.483
41 C -3.474 -3.750 1.015  C63 1.562, C65 1.227
42 C 3.043 -3.662 -7.390  C37 1.393, C45 1.396, C80 1.483
43 C -3.006 -1.340 -2.137  O12 1.226, N16 1.446, C21 1.595
44 C 5.802 5.252 -0.890  C33 1.389, C54 1.393, H124 1.084
45 C 4.166 -3.227 -6.684  C30 1.483, C42 1.396, C47 1.393
46 C 5.360 0.531 -2.375  C19 1.393, C32 1.389, H126 1.085
47 C 5.441 -3.478 -7.186  C45 1.393, C56 1.388, H87 1.084
48 C -10.415 5.377 6.836  C49 1.388, C71 1.393, H98 1.084
49 C -11.692 5.479 6.300  C48 1.388, C74 1.393, H103 1.084
50 C -6.779 -1.128 -0.258  O6 1.442, C66 1.592, H93 1.140, H111 1.144
51 C -10.516 -1.753 0.999  C18 1.632, H91 1.128, H100 1.132, H110 1.143
52 C 14.707 -4.180 3.876  C34 1.388, C61 1.393, H116 1.085
53 C 11.273 0.601 1.086  C23 1.393, C77 1.388, H122 1.083
54 C 6.193 3.918 -0.804  C17 1.395, C40 1.483, C44 1.393
55 C -9.655 -0.838 -1.284  C18 1.601, H108 1.128, H117 1.143, H128 1.130
56 C 5.595 -4.169 -8.380  C47 1.388, C70 1.392, H114 1.085
57 C 7.592 2.119 0.222  O11 1.219, C17 1.483, C25 1.482
58 C 12.812 -2.472 2.765  C39 1.395, C78 1.483, C86 1.393
59 C -13.858 3.826 3.616  C20 1.395, C62 1.483, C72 1.393
60 C 1.213 -1.144 -3.287  C27 1.387, C84 1.383, H92 1.084
61 C 13.361 -4.536 3.879  C52 1.393, C86 1.388, H95 1.085
62 C -13.467 4.714 4.738  O10 1.217, C59 1.483, C74 1.483
63 C -4.527 -3.162 0.022  C41 1.562, C81 1.601, H96 1.141, H123 1.135
64 C 7.284 5.803 0.928  C33 1.393, C76 1.389, H138 1.085
65 C -2.421 -4.050 1.570  C41 1.227, H109 1.124
66 C -7.977 -1.391 0.757  C18 1.598, C50 1.592, C79 1.622, H127 1.139
67 C 1.527 -2.579 -5.645  C24 1.394, C80 1.482, C82 1.399
68 C -3.134 -0.796 0.280  P1 1.907, C21 1.616, C81 1.584, H112 1.134
69 C 12.990 2.247 0.701  C75 1.389, C77 1.393, H133 1.085
70 C 4.475 -4.624 -9.072  C37 1.388, C56 1.392, H94 1.085
71 C -9.540 4.397 6.374  C22 1.388, C48 1.393, H101 1.085
72 C -15.132 3.939 3.063  C26 1.388, C59 1.393, H115 1.084
73 C -14.590 2.217 1.468  C26 1.393, C35 1.389, H102 1.085
74 C -12.095 4.608 5.291  C38 1.396, C49 1.393, C62 1.483
75 C 13.942 1.385 1.230  C69 1.389, C83 1.393, H135 1.085
76 C 7.687 4.476 1.007  C17 1.394, C64 1.389, H106 1.085
77 C 11.657 1.852 0.622  C53 1.388, C69 1.393, H105 1.084
78 C 11.796 -1.580 2.154  O7 1.218, C23 1.482, C58 1.483
79 C -7.588 -0.627 2.135  C66 1.622, H90 1.141, H134 1.136, H136 1.127
80 C 1.678 -3.361 -6.894  O13 1.217, C42 1.483, C67 1.482
81 C -4.425 -1.579 -0.196  O6 1.432, N16 1.503, C63 1.601, C68 1.584
82 C 2.651 -2.184 -4.912  C27 1.394, C30 1.483, C67 1.399
83 C 13.563 0.126 1.691  C23 1.396, C28 1.482, C75 1.393
84 C 0.101 -1.517 -4.020  C24 1.388, C60 1.383, H130 1.083
85 C -11.608 2.741 3.703  O2 1.217, C20 1.483, C38 1.483
86 C 12.416 -3.686 3.320  C58 1.393, C61 1.388, H129 1.084
87 H 6.317 -3.130 -6.649  C47 1.084
88 H -2.572 0.619 -1.401  C21 1.143
89 H 16.155 -2.692 3.334  C34 1.084
90 H -8.558 -0.443 2.707  C79 1.141
91 H -11.367 -1.113 1.370  C51 1.128
92 H 1.084 -0.586 -2.367  C60 1.084
93 H -6.784 -1.990 -1.004  C50 1.140
94 H 4.596 -5.172 -10.000  C70 1.085
95 H 13.049 -5.478 4.317  C61 1.085
96 H -5.554 -3.491 0.393  C63 1.141
97 H 2.333 -4.722 -9.124  C37 1.084
98 H -10.100 6.061 7.617  C48 1.084
99 H 7.042 -2.215 -1.308  C36 1.085
100 H -10.871 -2.575 0.307  C51 1.132
101 H -8.546 4.313 6.799  C71 1.085
102 H -14.873 1.596 0.624  C73 1.085
103 H -12.371 6.241 6.668  C49 1.084
104 H -9.248 2.774 5.003  C22 1.084
105 H 10.915 2.523 0.203  C77 1.084
106 H 8.419 4.180 1.750  C76 1.085
107 H 3.350 -1.172 -3.143  C27 1.082
108 H -8.916 -1.445 -1.882  C55 1.128
109 H -1.421 -4.373 1.968  C65 1.124
110 H -9.997 -2.289 1.866  C51 1.143
111 H -6.952 -0.184 -0.880  C50 1.144
112 H -2.348 -1.322 0.905  C68 1.134
113 H -4.929 -1.982 -2.246  N16 1.028
114 H 6.588 -4.356 -8.772  C56 1.085
115 H -15.839 4.656 3.464  C72 1.084
116 H 15.446 -4.848 4.305  C52 1.085
117 H -10.668 -1.348 -1.429  C55 1.143
118 H -2.917 -0.428 3.062  N14 1.034
119 H 5.252 -1.551 -2.890  C32 1.085
120 H -16.487 3.227 1.559  C26 1.085
121 H -9.478 0.261 0.660  C18 1.130
122 H 10.234 0.303 1.026  C53 1.083
123 H -4.397 -3.651 -0.994  C63 1.135
124 H 5.069 5.560 -1.628  C44 1.084
125 H 8.129 -0.520 0.117  C29 1.085
126 H 4.582 0.818 -3.075  C46 1.085
127 H -8.075 -2.513 0.925  C66 1.139
128 H -9.796 0.222 -1.649  C55 1.130
129 H 11.369 -3.971 3.320  C86 1.084
130 H -0.887 -1.246 -3.668  C84 1.083
131 H -2.232 2.465 0.019  O5 0.976
132 H -2.123 0.988 3.142  N14 1.039
133 H 13.287 3.229 0.347  C69 1.085
134 H -7.146 0.399 1.926  C79 1.136
135 H 14.979 1.697 1.285  C75 1.085
136 H -6.864 -1.286 2.693  C79 1.127
137 H -0.625 -2.531 -5.764  C24 1.085
138 H 7.702 6.537 1.609  C64 1.085
139 H -12.625 1.372 1.615  C35 1.085
140 H 6.039 7.230 -0.092  C33 1.085

For the lowest unoccupied orbital energy, the calculation gives -1.111 eV. As for the frontier orbital gap: 7.4 eV. Its charge is 0. The max |F| is 3.49 eV/A. Its HOMO energy is -8.5222 eV. The relative energy (zero: lowest compared OMol25 entry of this formula, charge and spin) is 0.000 eV.